Computed, not measured: a cluster of 2 separate species, C4H16N6 in total, with wB97M-V/def2-TZVPD.

Last column: Mulliken charge in e.
CARTESIAN COORDINATES (ANGSTROEM)
C: -0.603 2.937 0.459  -0.936
C: -2.418 1.566 -0.608  0.591
N: -3.822 1.136 -0.338  -0.475
N: -1.889 2.225 0.416  -0.169
N: -1.985 1.768 -1.920  -0.400
H: -4.260 0.921 0.595  0.279
H: -4.133 0.412 -1.051  0.284
H: -2.462 2.234 1.341  0.296
H: -0.994 2.056 -1.862  0.239
H: -2.238 1.111 -2.734  0.306
H: 0.142 2.322 0.969  0.277
H: -0.726 3.915 1.128  0.314
H: -0.419 3.499 -0.551  0.391
C: 1.535 -2.300 1.988  -1.042
C: 2.173 -1.949 -0.271  0.600
N: 2.241 -1.580 1.026  -0.112
N: 2.841 -0.937 -0.994  -0.431
N: 1.375 -2.812 -0.999  -0.427
H: 3.038 -1.077 1.405  0.332
H: 3.734 -0.698 -0.749  0.218
H: 2.676 -0.910 -1.994  0.234
H: 0.829 -3.550 -0.423  0.290
H: 1.519 -3.248 -1.903  0.299
H: 1.887 -3.136 2.506  0.350
H: 0.475 -2.334 1.677  0.365
H: 1.484 -1.570 2.887  0.328

Atomic forces in eV per Å
-0.853 3.591 0.091
-4.961 1.188 0.445
2.459 -1.476 -2.379
-0.597 -0.359 1.722
0.427 -1.941 1.385
1.476 0.520 -1.128
0.338 1.427 1.274
1.396 -0.167 -2.425
-0.811 -0.237 -0.802
0.392 1.396 2.065
0.307 0.184 -0.823
-0.007 -2.264 -1.115
0.268 -1.695 1.670
-3.171 2.847 3.510
1.414 3.549 -2.744
0.148 -2.855 -1.370
-3.313 -2.645 -1.657
-1.037 -1.308 4.574
-0.078 0.302 -0.962
2.595 0.786 0.957
0.255 -0.228 0.141
1.176 1.908 -0.980
0.934 0.979 -0.175
0.957 -1.891 -0.262
0.482 -0.627 0.227
-0.195 -0.980 -1.239

For the relative energy (zero: lowest compared OMol25 entry of this formula, charge and spin), the calculation gives 72.1 kcal/mol. Its LUMO energy is -6.1 eV. For the total energy, the calculation gives -13331.731 eV. The charge is +2. For the HOMO energy, the calculation gives -17.09 eV.

=====

Computed, not measured: a cluster of 2 separate species, C17H19N in total, with wB97M-V/def2-TZVPD.

Last column: Mulliken charge in e.
CARTESIAN COORDINATES (ANGSTROEM)
C: 3.361 2.987 1.736  -1.328
C: 2.173 0.531 -1.019  -0.455
C: 3.426 0.132 -1.463  -0.295
C: 2.146 1.220 0.196  -0.466
C: 3.244 1.987 0.562  0.618
C: 4.578 0.674 -0.943  -0.517
C: 4.489 1.746 -0.041  -0.470
H: 1.219 0.059 -1.242  0.314
H: 3.465 -0.635 -2.231  0.342
H: 1.276 1.240 0.834  0.461
H: 5.502 0.263 -1.336  0.347
H: 2.605 2.716 2.481  0.366
H: 3.159 4.008 1.424  0.280
H: 5.302 2.435 0.078  0.410
H: 4.301 2.800 2.219  0.397
C: -1.642 -3.159 -0.971  -0.658
C: -0.151 -3.242 -1.410  -1.107
C: -2.029 -1.733 -0.893  0.530
C: -1.967 -0.797 -1.872  -0.893
C: -2.308 -1.008 0.329  0.784
C: -2.512 0.358 -0.029  -0.080
C: -2.641 -1.433 1.659  -0.493
C: -2.639 1.350 0.990  -0.860
C: -3.095 -0.492 2.514  -0.669
C: -2.923 0.899 2.235  -0.348
N: -2.398 0.426 -1.394  -0.004
H: -2.292 -3.515 -1.801  0.283
H: -1.842 -3.867 -0.174  0.436
H: 0.068 -2.744 -2.344  0.312
H: -1.924 -0.886 -2.942  0.431
H: -2.543 1.313 -1.837  0.184
H: -2.378 -2.447 1.932  0.361
H: -2.435 2.394 0.818  0.393
H: -3.423 -0.755 3.514  0.346
H: -2.961 1.510 3.127  0.376
H: 0.182 -4.285 -1.422  0.382
H: 0.356 -2.811 -0.539  0.289

Atomic forces in eV per Å
-1.828 -1.486 -0.409
-0.263 -0.974 2.330
-0.933 -0.424 -0.861
0.071 1.325 -0.333
1.881 0.489 0.925
0.340 0.639 -0.226
-1.072 -0.993 -1.313
0.347 -0.169 -0.739
0.202 0.122 0.005
-0.408 0.201 -0.247
0.208 0.447 0.159
-0.069 0.220 -0.023
0.372 0.128 0.047
0.490 -0.111 0.572
0.578 0.547 0.118
-0.097 -0.512 -3.132
-0.584 -0.870 1.751
0.679 0.648 2.222
-1.387 0.374 -1.031
-1.104 0.502 0.140
0.282 -0.898 0.864
0.983 -0.113 -1.898
0.128 -0.301 -1.067
0.478 0.778 1.057
-0.609 -1.129 0.885
0.519 0.822 1.444
0.486 -0.402 0.286
-0.074 0.621 0.643
0.027 0.173 0.003
0.329 -0.326 -0.142
0.338 -0.210 -0.687
-0.640 -0.153 0.176
-0.158 0.202 -0.227
0.211 -0.077 -0.015
-0.186 0.515 -0.342
-0.046 0.077 -0.373
0.508 0.316 -0.562

For the relative energy (zero: lowest compared OMol25 entry of this formula, charge and spin), the calculation gives 42.4 kcal/mol. The SMILES is CCc1c[nH]c2ccccc12.Cc1ccccc1. Its LUMO energy is 0.9 eV. For the total energy, the calculation gives -19426.064 eV. For the HOMO energy, the calculation gives -7.91 eV.